No. 1
{"formula": "C5H13N2", "method": "ωB97M-V/def2-TZVPD", "homo_lumo_gap_ev": 9.73, "total_charge": 1, "e_homo_ha": -0.4712, "e_lumo_ev": -3.1, "species": ["N", "N", "C", "C", "C", "C", "C", "H", "H", "H", "H", "H", "H", "H", "H", "H", "H", "H", "H", "H"], "coordinates": [[0.73987, -0.69245, 1.20752], [1.18182, 0.25715, -1.44237], [0.20247, 0.35459, 0.30835], [-0.19744, -0.07228, -1.13469], [-0.38933, -1.32691, 1.94324], [1.46524, 1.01207, -0.23626], [-1.38298, 0.73203, -1.70299], [1.47549, 2.18891, -0.32796], [-1.37439, 1.81392, -1.18828], [1.59608, 0.28969, -2.32525], [-0.63368, 1.02736, 0.69798], [0.07403, -2.16095, 2.39527], [-0.18665, -1.22096, -1.19948], [-1.41059, 0.72440, -2.77123], [2.33706, 0.75600, 0.26041], [-2.22795, 0.22198, -1.50727], [1.27179, -1.25491, 0.58566], [-0.85984, -0.60234, 2.51315], [-1.21696, -1.64457, 1.16327], [1.33641, -0.23375, 1.78249]]}


No. 2
{"formula": "C21H57N3O9", "method": "ωB97M-V/def2-TZVPD", "homo_lumo_gap_ev": 8.83, "total_charge": 0, "e_homo_ha": -0.3005, "e_lumo_ev": 0.7, "species": ["O", "O", "O", "O", "O", "O", "O", "O", "O", "N", "N", "N", "C", "C", "C", "C", "C", "C", "C", "C", "C", "C", "C", "C", "C", "C", "C", "C", "C", "C", "C", "C", "C", "H", "H", "H", "H", "H", "H", "H", "H", "H", "H", "H", "H", "H", "H", "H", "H", "H", "H", "H", "H", "H", "H", "H", "H", "H", "H", "H", "H", "H", "H", "H", "H", "H", "H", "H", "H", "H", "H", "H", "H", "H", "H", "H", "H", "H", "H", "H", "H", "H", "H", "H", "H", "H", "H", "H", "H", "H"], "coordinates": [[-3.77142, 2.38860, -0.22007], [5.84882, 1.31157, 4.35695], [-2.40706, -0.95030, -2.93745], [2.52490, -1.61102, -2.32342], [0.71900, -1.88974, 1.14299], [2.41901, 2.13390, 0.44974], [-0.44515, 0.90021, 0.77793], [-1.63494, 0.26108, -5.92514], [1.31458, 2.85948, 4.87206], [3.10931, 1.74647, 3.07954], [-0.29409, -2.12530, -4.74744], [-1.60504, -2.49346, -0.61718], [0.84670, 1.87804, 3.92045], [-4.09795, 1.75537, 1.01207], [-2.98028, -0.32775, -5.97942], [-3.04025, 0.32619, -2.76980], [6.35844, 0.77976, 5.56972], [-3.15201, -2.08172, -2.48012], [2.01788, 0.97557, 3.67617], [-5.56645, 1.45639, 1.00315], [0.22784, 3.53160, 5.46894], [-3.02524, -2.16268, -0.94476], [5.11300, 0.29635, 3.61456], [-1.49818, -2.50097, 0.83816], [-0.19402, -2.93665, 1.40030], [1.22051, -1.88391, -2.71126], [-0.40444, -1.89847, -6.17179], [-3.71576, 2.62490, 2.23616], [1.05855, -1.76958, -4.25944], [-0.63416, -0.41349, -6.58638], [4.23786, 1.01263, 2.54963], [2.08802, -2.16326, 1.47233], [2.79047, -0.27918, -2.14312], [4.52467, -0.33410, 4.31289], [-2.81473, 2.48860, -0.23931], [3.91314, 0.19472, 1.94640], [-3.60819, -3.00001, -0.56912], [-3.51191, 0.81137, 1.13669], [-3.35852, -1.16604, -0.44510], [5.79925, -0.43292, 3.11702], [-0.98833, -1.60371, -4.27548], [-4.06623, 0.45975, -3.16040], [1.82169, -2.40794, -4.70606], [2.57594, -2.81972, 0.69365], [-1.32777, -2.38654, -6.59370], [2.71084, 2.49433, 1.31095], [1.28924, -0.70161, -4.56478], [0.29784, 1.34797, 0.36228], [-0.44124, 2.96495, 6.16025], [0.64263, 4.34522, 6.12110], [2.32389, 0.52816, 4.62373], [2.54921, 0.29138, -3.07299], [-3.08616, 0.51131, -1.72825], [-2.26085, -3.22570, 1.16174], [-1.03671, -1.81348, -1.06841], [-3.54761, 0.37224, -5.37791], [-3.47922, -0.38694, -7.01182], [0.27720, -3.77033, 0.87796], [-4.21055, -1.90124, -2.65742], [2.18258, 0.12017, -1.37903], [-2.71421, 3.06901, 2.15250], [1.73153, 0.16611, 3.02514], [-0.10427, 0.00447, 0.85848], [-1.81506, -1.57928, 1.31670], [-2.46338, 1.14815, -3.25223], [2.05594, -2.77191, 2.41231], [0.01573, 1.30965, 4.30860], [0.30324, 0.14950, -6.53273], [6.91157, 1.51030, 6.12544], [3.85430, -0.07296, -2.04244], [2.61933, -1.25833, 1.59264], [-0.24114, -3.11662, 2.55441], [4.85605, 1.63623, 1.92058], [-5.93057, 0.82977, 0.17244], [0.44631, 2.46565, 3.11042], [-4.41537, 3.48656, 2.35926], [-3.78959, 2.05887, 3.14812], [6.95036, -0.12575, 5.39209], [-0.33933, 3.97610, 4.65778], [-6.19017, 2.35799, 0.83594], [-5.76344, 1.02059, 2.07121], [-2.77403, -2.96757, -2.98749], [3.44688, 2.39652, 3.79833], [3.07212, 2.36258, -0.24847], [5.54161, 0.51354, 6.21916], [-0.79044, -0.51048, -7.69098], [0.44407, -2.26277, -6.72072], [-3.01037, -1.29516, -5.47916], [0.43792, -1.30925, -2.22283], [1.05577, -2.92210, -2.45340]]}


No. 3
{"formula": "C34H39CuN5O3P2S", "method": "ωB97M-V/def2-TZVPD", "homo_lumo_gap_ev": [6.48, 5.96], "spin_multiplicity": 2, "total_charge": 0, "e_homo_ha": [-0.2434, -0.2440], "e_lumo_ev": [-0.1, -0.7], "species": ["Cu", "S", "P", "P", "O", "O", "O", "N", "N", "N", "N", "N", "C", "C", "C", "C", "C", "C", "C", "C", "C", "C", "C", "C", "C", "C", "C", "C", "C", "C", "C", "C", "C", "C", "C", "C", "C", "C", "C", "C", "C", "C", "C", "C", "C", "C", "H", "H", "H", "H", "H", "H", "H", "H", "H", "H", "H", "H", "H", "H", "H", "H", "H", "H", "H", "H", "H", "H", "H", "H", "H", "H", "H", "H", "H", "H", "H", "H", "H", "H", "H", "H", "H", "H", "H"], "coordinates": [[0.35059, 1.85572, -3.04476], [-2.18463, 0.52105, 1.18307], [1.49517, -0.43954, -2.39974], [-1.72476, -0.84142, -1.65915], [0.46849, -2.14307, 0.72401], [-1.69673, 1.89297, 1.19566], [-3.54689, 0.23865, 0.78538], [-1.19086, -0.53359, 0.27448], [-3.11758, -1.84750, -1.43196], [-2.65968, 0.61461, -2.33012], [3.02519, 0.56761, -3.15405], [2.54311, -1.63938, -1.68485], [0.68167, -0.25770, -7.18890], [-3.54492, 0.57585, -3.39920], [2.74075, -2.98981, -1.98141], [-0.93484, -1.78246, -3.11651], [-3.17050, 2.74789, -3.00570], [-1.75155, -0.24142, 2.69721], [3.69552, -3.51984, -1.13129], [0.48337, 2.75800, -6.44255], [3.36323, -1.34421, -0.58276], [-0.83232, 2.23133, -7.04352], [3.84522, 2.64707, -3.67684], [4.09152, -2.47381, -0.23814], [-0.37037, -1.35766, 1.11882], [4.77635, 1.68354, -4.13368], [-3.84495, 1.84493, -3.85079], [-4.23750, -3.41291, -0.19712], [-2.43648, 1.99389, -2.08923], [1.43986, 0.43844, -6.08450], [-3.05432, -2.68641, -0.29784], [-0.39921, -2.00870, 3.65030], [1.12457, 1.67641, -5.62008], [4.25550, 0.41870, -3.79560], [2.83294, 1.94639, -3.04152], [-2.38662, -0.03810, 3.91355], [-5.05247, -3.06190, -1.33084], [-0.78559, -1.20810, 2.54653], [0.74818, 1.59037, -0.81425], [-1.54994, 1.47749, -5.98836], [-0.71565, -0.75616, -6.82929], [-1.04869, -1.83788, 4.87674], [0.52900, -1.45712, -3.58460], [-1.47814, 0.14194, -5.87489], [-2.00769, -0.82479, 5.00839], [-4.34076, -2.13346, -2.08397], [-2.12339, -0.37991, -5.17929], [1.27819, -1.11686, -7.56923], [0.61439, 0.45524, -8.03795], [-0.57162, 1.56356, -7.88274], [-4.47220, -4.09980, 0.59457], [-2.52589, -0.67565, 5.94815], [-0.04625, 1.92212, -0.15074], [1.68694, 2.01420, -0.40050], [5.71610, 1.90868, -4.61006], [2.33548, -0.03574, -5.74301], [-3.14349, 0.73607, 3.95373], [-4.64166, -1.69220, -3.01620], [-2.04938, 2.29322, -1.12686], [-0.69812, -1.75959, -6.37153], [-2.20336, -2.63327, 0.34515], [-6.04157, -3.44082, -1.56177], [4.82445, -2.55461, 0.55665], [-3.24446, 3.84440, -3.08459], [-1.00805, -2.85909, -2.84712], [2.15942, -3.46463, -2.75817], [3.31437, -0.37631, -0.10731], [-2.22969, 2.04863, -5.38217], [0.87207, 0.51207, -0.56473], [-0.79621, -2.45565, 5.74211], [-1.24127, -0.86573, -7.79247], [2.03423, 2.42572, -2.46184], [3.89341, 3.73083, -3.71999], [0.36093, -2.76687, 3.50585], [1.55114, 2.00541, -4.69128], [1.10811, -2.37649, -3.78587], [-4.42570, 2.02005, -4.75510], [1.14284, 3.12859, -7.27269], [-1.61454, -1.63432, -3.97570], [-1.40502, 3.06673, -7.48542], [4.72464, -0.54544, -3.93029], [0.28856, 3.58723, -5.71709], [-3.98758, -0.33212, -3.73698], [4.06782, -4.54004, -1.14445], [0.49444, -0.92662, -4.55720]]}


No. 4
{"formula": "H12O6", "method": "ωB97M-V/def2-TZVPD", "homo_lumo_gap_ev": 11.03, "total_charge": 0, "e_homo_ha": -0.3935, "e_lumo_ev": 0.3, "species": ["O", "O", "O", "O", "O", "O", "H", "H", "H", "H", "H", "H", "H", "H", "H", "H", "H", "H"], "coordinates": [[13.75093, -17.49711, 10.77111], [13.38034, -18.21022, 7.81445], [10.16775, -15.56783, 8.84666], [11.71803, -11.12164, 8.48868], [13.52523, -14.25620, 9.02880], [13.42364, -11.60838, 6.25562], [10.31624, -16.12545, 9.61892], [13.03889, -19.09791, 7.65934], [13.30634, -15.19506, 9.04752], [11.33204, -10.23803, 8.53624], [14.61694, -17.76824, 10.43804], [10.78113, -15.90310, 8.18122], [12.87127, -13.86190, 8.43689], [13.90186, -17.25561, 11.69163], [13.21916, -18.04500, 8.75266], [11.96827, -11.33499, 9.39730], [12.74278, -11.72268, 5.58533], [12.94916, -11.26210, 7.03862]]}


No. 5
{"formula": "C4H11NOS", "method": "ωB97M-V/def2-TZVPD", "homo_lumo_gap_ev": 9.91, "total_charge": 0, "e_homo_ha": -0.3332, "e_lumo_ev": 0.8, "species": ["S", "O", "N", "C", "C", "C", "C", "H", "H", "H", "H", "H", "H", "H", "H", "H", "H", "H"], "coordinates": [[-2.67234, -0.19769, 1.43613], [0.68858, -1.94051, -0.85527], [1.28980, 0.47694, 0.53435], [-1.18450, 0.77297, 1.02069], [1.82705, 0.92490, -0.76447], [-0.04566, -0.09880, 0.48270], [-0.39712, -1.00856, -0.68856], [1.11745, 1.58858, -1.24205], [-1.33334, -1.52312, -0.55704], [-0.39177, -0.40067, -1.59373], [2.69589, 1.55294, -0.58021], [1.87935, -0.27064, 0.85483], [-3.51781, 0.81341, 1.21319], [-0.77591, 1.25926, 1.90279], [0.31955, -2.70074, -1.31336], [1.99661, 0.08139, -1.43319], [0.01575, -0.84845, 1.30046], [-1.51160, 1.51880, 0.28274]]}


No. 6
{"formula": "C4H4O4S3", "method": "ωB97M-V/def2-TZVPD", "homo_lumo_gap_ev": 5.39, "total_charge": -2, "e_homo_ha": 0.0068, "e_lumo_ev": 5.6, "species": ["S", "S", "S", "O", "O", "O", "O", "C", "C", "C", "C", "H", "H", "H", "H"], "coordinates": [[-0.50930, -2.94071, -0.39644], [0.51386, 0.08369, 2.04876], [1.23934, -1.80887, -0.30720], [-2.60332, 1.28519, 0.02125], [2.49264, 1.44136, 0.52835], [-2.36447, -0.75624, 0.58664], [2.14811, 0.70236, -1.57693], [1.99130, 0.75634, -0.32584], [-1.88316, 0.27404, -0.04073], [0.76294, -0.15507, 0.17467], [-0.65532, 0.46850, -0.78574], [-0.72488, -0.15522, -1.71242], [-0.35665, 1.44541, -1.06024], [-1.67939, -1.49213, 0.70303], [1.62829, 0.85134, 2.14283]]}


Values for relative energy (zero: lowest compared OMol25 entry of this formula, charge and spin), kcal per mole, ordered as above
92.14 0.00 115.12 32.16 38.73 11.77